No. 1
Density functional theory data (the ωB97M-V functional and the def2-TZVPD basis) for the ion C6H11N2 with charge +1 in a non-equilibrium geometry.

```
19
Properties=species:S:1:pos:R:3:forces:R:3:lowdin_charge:R:1
N 0.2496 -1.8699 -1.0450 -0.706 1.527 0.271 0.11
N 1.0280 -0.0639 -2.0866 0.626 -0.132 -0.652 0.12
C 0.2238 0.6044 -1.2187 -0.292 -2.940 1.792 -0.07
C -0.4921 -0.9188 -0.3690 2.602 3.324 -0.062 0.01
C 1.0948 -1.3828 -1.9158 1.811 0.196 -0.202 -0.05
C -0.6084 1.2171 1.0236 -2.822 -0.323 -2.107 -0.21
C -0.6455 0.7196 2.4442 -1.448 1.315 0.798 -0.10
C 0.2808 0.3075 0.1896 1.572 -2.002 1.288 -0.29
H 0.0309 -2.8282 -1.0218 -0.236 -1.326 0.052 0.17
H -1.6924 0.9968 0.5452 2.118 0.882 0.963 0.15
H 1.2979 -0.0010 0.6564 -1.514 0.750 -0.805 0.19
H -0.3724 1.5163 3.0910 0.700 0.720 0.707 0.07
H 1.5228 0.5020 -2.7707 0.101 -0.809 -0.215 0.19
H -1.4753 -1.0238 -0.0924 -2.121 -0.693 0.298 0.12
H -0.2501 1.4657 -1.4383 -1.526 2.598 -1.604 0.12
H -0.4589 2.3399 0.8326 0.206 -1.737 0.530 0.15
H 0.0323 -0.0713 2.6104 0.566 -1.065 0.242 0.06
H -1.6532 0.5035 2.8488 0.454 -0.397 -0.650 0.10
H 1.8877 -2.0131 -2.2836 -0.091 0.112 -0.645 0.17
```
Positions in Å, forces in eV/Å.

Values from the calculation:
LUMO ... -3.355 eV
Charge ... +1
Frontier orbital gap ... 0.3806 Eh
HOMO energy ... -13.71 eV
SMILES ... CC[C@@H]1[C@H]2NC=[NH+][C@@H]12
ΔE to the lowest compared entry with this formula, charge and spin ... 65.9 kcal per mole

No. 2
Density functional theory data (the ωB97M-V functional and the def2-TZVPD basis) for the ion C6H11N2O with charge +1 in a non-equilibrium geometry.

```
20
Properties=species:S:1:pos:R:3:forces:R:3:lowdin_charge:R:1
O 1.9892 -0.3416 0.0624 0.215 -1.665 -1.457 -0.14
N 0.7109 -0.1425 -0.3886 -0.152 1.587 1.416 -0.16
N 0.2508 1.1232 -0.1558 0.026 -0.048 -0.150 0.12
C 2.7198 0.4437 1.0311 -1.369 2.341 0.251 -0.03
C -1.1421 -1.3527 1.0197 -0.202 1.698 0.022 0.24
C -1.0152 1.4168 -0.1407 -0.047 0.292 -1.255 -0.10
C 0.4641 -0.9431 -1.6083 4.961 -1.396 1.046 0.05
C -1.9769 -0.3795 1.0118 -1.670 -0.992 -0.430 -0.12
C -2.1722 0.4956 -0.3117 0.536 2.076 2.141 -0.11
H -3.1237 1.0951 -0.1624 1.124 -1.064 -0.687 0.15
H 1.9485 0.6893 1.8459 1.574 -0.121 -0.837 0.11
H 0.7385 -1.9788 -1.2953 -0.888 0.635 -0.437 0.12
H 3.0883 1.4448 0.5058 -0.632 -2.221 1.304 0.14
H -2.8782 -0.1151 1.6279 1.290 -0.815 0.117 0.15
H 3.5449 -0.2325 1.3891 -0.988 0.813 -0.547 0.11
H -0.4742 -0.7334 -1.8515 -3.946 0.117 -1.183 0.02
H -0.4140 -2.1167 1.0885 0.159 -0.428 0.308 0.08
H 1.1349 -0.7532 -2.4838 -0.273 0.599 0.982 0.13
H -2.0960 -0.1012 -1.1730 -0.530 -0.727 -0.891 0.08
H -1.2975 2.4817 -0.0114 0.814 -0.681 0.286 0.14
```
Positions in Å, forces in eV/Å.

Values from the calculation:
LUMO (alpha / beta) ... -6.136 / -4.884 eV
Charge ... +1
Frontier orbital gap (alpha / beta) ... 0.2350 / 0.3129 Eh
HOMO energy (alpha / beta) ... -12.53 / -13.40 eV
ΔE to the lowest compared entry with this formula, charge and spin ... 206.2 kcal per mole